251
Properties=species:S:1:pos:R:3:forces:R:3 method="wB97M-V/def2-TZVPD" charge=+7 e_above_lowest_ev=1.896 gap_ev=4.48
C 9.25355 18.32538 -2.85266 0.3 -1.2 0.3
C 9.05814 19.38418 -3.95074 1.6 1.8 1.6
C 7.80424 20.28554 -3.67752 -0.3 -0.3 -0.4
O 10.22206 20.11681 -4.15380 -1.3 -0.7 -0.2
H 8.47835 17.56100 -2.90629 -0.5 -0.1 0.1
H 9.40409 18.52202 -1.79117 -0.3 1.0 0.1
H 10.16209 17.76679 -3.07767 0.3 0.0 -0.4
H 8.76602 18.70523 -4.75186 -0.2 0.0 -1.2
H 7.63051 20.70168 -2.68518 0.7 -0.1 0.4
H 6.89269 19.72360 -3.88099 -0.3 -0.3 -0.1
H 7.78641 21.13522 -4.36003 0.3 0.0 -0.2
C 16.48506 26.95474 -1.30864 0.4 0.8 -0.6
C 15.33332 26.90162 -2.31320 -0.6 0.2 0.6
C 14.06095 27.23020 -1.55041 -1.1 -0.8 1.1
C 13.64993 26.22842 -0.39816 -0.6 -0.1 -1.9
N 12.13092 26.21903 -0.02097 0.5 0.1 1.0
C 11.14164 25.82965 -1.16963 0.7 0.9 -0.7
C 10.29537 27.10584 -1.37457 -0.7 -1.5 0.3
C 10.16977 27.57502 0.03909 0.8 2.1 0.8
C 11.63267 27.61701 0.46639 0.1 -0.6 -0.3
C 12.02353 25.31542 1.20426 -0.7 0.7 -0.5
H 16.36573 26.34640 -0.41210 0.1 -0.6 -0.4
H 16.49603 27.95953 -0.88631 0.0 0.3 -0.1
H 17.46663 26.84044 -1.76860 -0.1 -0.4 0.2
H 15.21340 26.03003 -2.95667 0.2 -0.6 0.5
H 15.28879 27.70270 -3.05103 1.0 0.3 0.0
H 13.27454 27.28851 -2.30292 -0.4 0.2 0.3
H 14.24619 28.19413 -1.07647 -0.4 0.2 -0.2
H 14.29675 26.36686 0.46818 -0.6 0.1 0.3
H 13.78387 25.20814 -0.75759 0.2 -0.1 0.0
H 10.52845 24.96024 -0.93251 0.4 0.1 0.4
H 11.72420 25.64301 -2.07179 0.1 -0.4 0.3
H 9.27883 26.91236 -1.71707 0.3 -0.3 -0.6
H 10.83058 27.77063 -2.05258 -0.3 0.3 0.3
H 9.58124 26.96874 0.72768 0.1 -0.5 -0.4
H 9.69849 28.55391 0.12723 0.2 0.2 -0.1
H 11.80659 27.75579 1.53344 0.1 -0.3 -0.1
H 12.25106 28.33694 -0.06971 -0.4 0.1 -0.1
H 12.41992 24.31027 1.06059 0.4 0.4 -0.2
H 10.96683 25.18805 1.43933 0.0 0.2 0.1
H 12.49631 25.94201 1.96055 0.2 -0.9 0.3
C 2.14673 13.70853 -3.02458 -0.6 -0.1 -1.1
C 1.82363 14.06980 -4.48226 0.5 0.7 -0.5
C 1.86498 12.93905 -5.53138 -0.2 0.0 0.2
C 0.66675 11.90327 -5.45899 1.6 0.9 -1.4
N 0.56879 11.03113 -6.74681 -0.4 0.7 -0.4
C 1.71284 10.01189 -6.98799 0.7 2.2 1.5
C 1.44940 8.95217 -5.96662 0.3 -1.8 -0.4
C -0.04241 8.95796 -5.70305 -0.4 -1.7 0.3
C -0.60520 10.05903 -6.51869 -0.5 0.9 -0.8
C 0.34250 11.95922 -8.00618 -0.1 -1.4 1.8
H 1.40516 12.93895 -2.81034 0.1 0.1 1.0
H 2.06207 14.60499 -2.41033 -0.3 -0.3 0.2
H 3.14743 13.30313 -2.87504 0.0 -0.1 -0.3
H 2.47920 14.85663 -4.85539 0.7 -0.2 0.1
H 0.91008 14.65449 -4.59019 -0.7 -0.5 0.4
H 2.86470 12.50586 -5.49967 -0.1 -0.7 0.4
H 1.93789 13.45266 -6.49002 -0.7 -0.1 -0.2
H -0.27420 12.45276 -5.48683 0.0 0.0 0.3
H 0.73020 11.29387 -4.55750 -0.1 -0.2 -0.3
H 1.80608 9.74398 -8.04044 -0.6 -0.1 0.2
H 2.63495 10.50761 -6.68454 0.1 0.3 -0.5
H 1.75979 8.00748 -6.41307 -0.1 -0.2 0.1
H 2.03257 8.98917 -5.04648 0.0 0.6 -0.1
H -0.50324 8.07617 -6.14822 0.1 -0.3 0.4
H -0.27535 8.90043 -4.63979 -0.1 0.5 -0.1
H -0.90890 9.65174 -7.48305 0.4 0.2 -0.3
H -1.53183 10.48538 -6.13440 0.4 0.7 0.2
H 0.13205 11.19516 -8.75453 -0.2 0.7 -0.4
H 1.19735 12.59523 -8.23600 0.2 -0.6 0.1
H -0.47904 12.62246 -7.73547 -0.2 -0.3 -0.4
C 14.97244 23.52154 -11.65481 0.8 -0.6 -0.6
C 14.72699 23.78552 -10.20163 -1.2 1.0 0.8
C 13.18487 23.73719 -9.87594 0.4 1.6 -0.7
C 12.53893 25.05105 -10.50401 -0.1 -0.8 2.0
N 11.05393 25.37376 -10.04753 0.3 -0.7 0.0
C 10.94546 25.78858 -8.54526 -2.4 0.8 -1.4
C 9.62504 26.69956 -8.57362 1.2 0.8 -0.1
C 9.59245 27.37241 -9.99075 0.3 -0.8 0.8
C 10.62529 26.61930 -10.83478 -0.9 -0.4 -0.3
C 10.05645 24.19147 -10.23493 1.2 0.6 -0.6
H 14.40375 24.07648 -12.40096 0.0 0.5 0.4
H 14.75958 22.48419 -11.91310 0.1 -0.2 0.1
H 16.03149 23.70037 -11.84065 0.0 -0.1 -0.3
H 15.10578 24.76374 -9.90548 -0.2 0.5 -0.3
H 15.36530 23.19012 -9.54882 -0.5 -0.8 -0.1
H 12.97900 23.84233 -8.81074 0.1 -0.6 0.1
H 12.79893 22.82065 -10.32215 -0.4 0.0 0.3
H 12.70951 25.14254 -11.57668 -0.8 0.0 0.1
H 13.02493 25.88635 -9.99984 0.4 0.0 -0.4
H 10.74156 24.91384 -7.92772 0.7 0.1 -0.1
H 11.81160 26.39795 -8.28724 0.0 -0.3 0.1
H 8.67403 26.26048 -8.27215 0.3 -0.7 -0.4
H 9.71445 27.51096 -7.85130 0.4 -0.1 0.2
H 8.58260 27.32344 -10.39808 0.2 0.3 -0.1
H 9.97012 28.39169 -9.90991 -0.6 0.1 0.0
H 10.23231 26.27492 -11.79137 0.0 -0.1 0.1
H 11.44008 27.30056 -11.07995 0.5 -0.6 0.4
H 9.02508 24.51310 -10.09023 0.3 0.2 0.1
H 10.32075 23.37436 -9.56368 0.0 0.4 0.3
H 10.19710 23.79123 -11.23898 -0.1 0.3 -0.1
C 16.37139 12.44889 -3.18672 2.0 0.5 -0.9
C 15.71612 13.43860 -2.27168 -2.1 -0.8 0.2
C 16.50698 14.56721 -1.68400 0.3 1.5 0.4
C 17.20890 15.43063 -2.78584 -0.3 -0.6 0.7
N 17.53842 16.86300 -2.43988 -0.4 0.9 1.5
C 16.29097 17.77265 -2.18733 -0.7 -0.1 -1.7
C 16.68455 19.13342 -2.79582 -0.6 -0.3 1.0
C 17.39662 18.76376 -4.03139 1.1 -0.2 -1.2
C 18.29459 17.60052 -3.69378 -0.5 -0.9 1.2
C 18.34006 16.92286 -1.12786 1.1 -0.1 -1.6
H 16.78009 12.97424 -4.04989 0.1 0.1 -0.3
H 15.85937 11.59853 -3.63707 -0.7 0.2 0.7
H 17.25887 12.06400 -2.68438 0.0 -0.3 0.0
H 15.28611 12.83330 -1.47367 0.0 0.3 0.4
H 14.84403 13.91310 -2.72157 -0.2 -0.2 -0.5
H 17.06917 14.22466 -0.81526 1.1 -0.1 -0.6
H 15.82990 15.24156 -1.15966 -0.6 0.1 -0.2
H 16.52994 15.53671 -3.63193 0.0 -0.3 -0.1
H 18.11337 14.90203 -3.08684 0.2 0.4 -0.2
H 15.76243 17.81654 -1.23506 1.4 -0.3 0.7
H 15.47805 17.32574 -2.75963 0.1 0.0 -0.7
H 17.36551 19.67259 -2.13727 -0.2 0.1 0.2
H 15.81597 19.74486 -3.04037 0.0 0.0 0.4
H 18.05534 19.55577 -4.38764 -0.3 0.1 -0.3
H 16.70320 18.46173 -4.81627 0.0 0.2 -0.1
H 19.29701 17.88847 -3.37700 -0.2 -0.1 0.4
H 18.40860 16.91926 -4.53698 -0.2 -0.4 0.4
H 18.52574 17.97104 -0.89345 0.0 -0.2 0.0
H 19.26885 16.42826 -1.41216 0.3 0.2 0.5
H 17.92475 16.39598 -0.26878 -0.6 0.1 -0.5
C 5.93462 20.14677 -16.39220 0.5 -1.0 -0.1
C 5.38988 18.69185 -16.26175 0.5 1.1 -0.4
C 4.78822 18.51775 -14.89384 -2.1 0.0 0.4
C 3.45245 19.29120 -14.74758 -0.9 1.3 1.1
N 2.61497 19.02664 -13.43814 1.7 -2.3 -0.2
C 1.56012 20.07502 -13.15745 0.4 0.3 -0.1
C 1.75070 20.34610 -11.66544 -1.1 1.0 0.4
C 2.60751 19.27358 -11.05081 -1.1 0.8 1.0
C 3.56201 19.03695 -12.11892 -0.8 -0.7 -2.5
C 1.95730 17.65359 -13.61145 -1.0 0.6 0.1
H 6.13072 20.34079 -17.44672 -0.3 0.5 0.1
H 6.90673 20.22165 -15.90487 0.1 -0.2 0.1
H 5.33087 20.89005 -15.87151 -0.3 0.1 -0.6
H 6.21224 17.99422 -16.42031 0.0 0.0 0.2
H 4.69153 18.45843 -17.06544 -0.3 0.1 0.1
H 5.49235 18.85482 -14.13313 0.0 -0.3 0.1
H 4.42570 17.49974 -14.75127 0.8 -0.4 0.3
H 2.70619 19.11901 -15.52317 0.4 -0.3 -0.3
H 3.49660 20.37864 -14.68751 0.8 0.0 -0.3
H 0.56531 19.77537 -13.48709 0.1 -0.6 0.4
H 1.71538 20.96821 -13.76260 0.5 -0.1 0.1
H 0.80005 20.44713 -11.14184 0.0 0.2 -0.1
H 2.33979 21.24965 -11.50833 -0.4 0.4 -0.3
H 1.99568 18.43456 -10.71945 0.5 -0.3 0.0
H 3.10580 19.77767 -10.22274 0.0 -0.6 0.4
H 4.06232 18.07485 -12.00865 0.5 0.4 -0.6
H 4.13876 19.93732 -12.33059 0.6 -0.4 0.3
H 2.48378 16.75781 -13.28205 0.7 0.5 0.0
H 1.70347 17.55181 -14.66659 0.0 -0.1 0.1
H 1.01924 17.67876 -13.05692 0.1 -0.1 0.0
C -3.11965 23.68566 -5.90073 -0.9 0.4 -0.3
C -1.99289 24.29232 -5.10344 0.8 -0.9 0.2
C -2.14088 23.89403 -3.61963 0.7 0.5 1.4
C -0.75596 23.96155 -2.82564 -0.9 0.6 0.3
N -0.76511 23.85883 -1.24469 -0.6 -1.0 -1.3
C -1.26992 22.45727 -0.90217 -2.0 0.5 -0.4
C -0.10688 21.54490 -0.99216 0.8 -1.0 0.7
C 0.96593 22.34827 -0.27635 0.1 -0.4 -0.7
C 0.65747 23.77409 -0.65934 -0.4 2.2 0.7
C -1.62780 24.98261 -0.58689 1.9 -1.8 -0.6
H -3.37425 22.70454 -5.49988 0.0 -0.1 -0.4
H -2.94515 23.65356 -6.97619 0.3 -0.2 0.1
H -4.00918 24.31123 -5.82658 -0.2 -0.1 0.3
H -1.89971 25.35579 -5.32355 -0.1 0.1 0.5
H -1.05489 23.84763 -5.43586 0.2 -0.1 -0.2
H -2.57422 22.89996 -3.50949 0.2 -0.2 -0.3
H -2.88494 24.53509 -3.14683 0.1 0.3 0.1
H -0.32424 24.93616 -3.05335 0.3 -0.1 0.1
H -0.08579 23.15861 -3.13266 0.0 0.2 -0.1
H -1.74343 22.52629 0.07717 0.6 -0.1 0.4
H -2.12809 22.15583 -1.50282 0.2 0.4 -0.5
H -0.26775 20.63733 -0.41031 -0.3 -0.1 -0.2
H 0.25237 21.20983 -1.96517 -0.6 0.3 -0.3
H 0.79636 22.12609 0.77721 0.6 0.5 0.1
H 1.94872 22.06039 -0.64965 0.1 0.0 0.6
H 0.61945 24.43863 0.20381 -0.1 -0.2 0.3
H 1.36433 24.33289 -1.27269 -0.1 -0.6 -0.6
H -2.63641 24.82962 -0.97083 0.1 0.6 0.3
H -1.08678 25.89611 -0.83373 -0.7 0.2 -0.1
H -1.47750 24.77410 0.47236 -0.7 0.2 0.0
C 9.57415 12.84433 -6.05616 0.1 -0.6 -0.4
C 10.47875 12.64407 -7.29272 0.5 0.7 0.6
C 10.89496 14.02654 -7.88688 -0.3 -0.7 -0.3
C 11.81733 13.78016 -9.07074 -0.6 1.5 0.1
N 12.22579 15.08506 -9.79546 1.4 -1.4 -0.9
C 12.98586 14.54324 -11.10082 0.5 -0.2 0.8
C 12.69992 15.45194 -12.28035 -1.0 1.2 1.1
C 11.70512 16.47085 -11.62527 -1.4 0.1 -0.9
C 11.00817 15.88458 -10.37029 3.3 -0.3 1.2
C 13.22581 15.98668 -8.92309 -2.2 -0.9 -1.4
H 8.97061 13.74199 -6.19048 0.2 0.2 0.3
H 10.15306 12.85370 -5.13265 -0.1 0.4 0.0
H 8.84620 12.03745 -5.97180 0.2 -0.2 0.0
H 10.00896 11.92351 -7.96219 -0.2 0.7 -0.6
H 11.41959 12.13588 -7.08137 0.0 -0.1 0.6
H 11.36155 14.69580 -7.16405 0.2 -0.4 0.4
H 9.99746 14.57929 -8.16445 -0.1 -0.1 -0.4
H 11.27225 13.20292 -9.81759 0.2 -0.1 0.0
H 12.73616 13.27383 -8.77496 0.0 0.0 -0.1
H 14.04559 14.52218 -10.84660 -0.1 0.1 0.1
H 12.70678 13.50176 -11.26062 -0.3 0.2 0.1
H 13.58931 16.01409 -12.56508 0.0 -0.2 -0.1
H 12.26989 15.01768 -13.18290 0.1 -0.4 0.4
H 12.28296 17.36923 -11.40822 -0.3 0.0 0.5
H 10.91100 16.77082 -12.30900 0.2 0.1 -0.2
H 10.84523 16.61951 -9.58198 -0.5 0.2 -0.4
H 10.19189 15.16231 -10.36009 0.0 0.3 -0.9
H 13.76007 16.63521 -9.61740 0.2 -0.3 0.1
H 13.85116 15.31073 -8.33988 0.0 0.2 -0.2
H 12.54177 16.59859 -8.33509 0.4 -0.1 0.4
C 9.76560 10.07958 3.72037 0.9 -1.2 0.4
C 9.15790 10.83626 2.61104 -0.2 0.8 -0.4
C 8.06488 11.75013 3.19688 -0.2 0.2 -0.2
C 8.70347 12.79348 4.17926 -1.4 1.9 -0.5
N 7.73092 13.94164 4.71559 -0.6 0.2 0.7
C 7.21064 14.86758 3.60864 -2.3 -2.3 -0.7
C 7.19324 16.29809 4.05449 -0.2 -0.3 -1.4
C 8.45503 16.35958 4.79303 0.7 -0.1 1.9
C 8.42306 15.03589 5.61593 1.3 -1.0 -0.2
C 6.58178 13.25706 5.58463 1.4 1.2 -1.4
H 10.47995 9.35653 3.32667 0.1 -0.1 0.2
H 9.00336 9.52175 4.26436 0.1 0.0 0.3
H 10.31867 10.74655 4.38170 0.0 -0.2 0.2
H 8.80329 10.18511 1.81207 -0.6 -0.1 0.3
H 9.95226 11.38448 2.10454 -0.1 0.6 0.0
H 7.26094 11.12770 3.58977 0.4 -0.2 0.8
H 7.50830 12.19047 2.36958 0.3 0.9 -0.1
H 9.35950 13.43350 3.58926 0.6 -0.4 0.0
H 9.20399 12.47637 5.09415 -0.1 -0.5 -0.4
H 6.19774 14.52347 3.39960 -0.1 -0.1 -0.1
H 7.73837 14.63523 2.68364 0.5 0.4 0.2
H 6.33199 16.54998 4.67328 0.0 -0.1 -0.1
H 7.23303 16.91412 3.15614 -0.4 0.2 0.1
H 8.51148 17.28154 5.37173 0.2 -0.3 0.5
H 9.32987 16.36940 4.14291 0.0 -0.2 -0.1
H 7.91282 14.94822 6.57513 -0.1 0.8 -0.2
H 9.44772 14.71475 5.80310 0.0 -0.2 0.0
H 5.92256 14.06980 5.88952 0.0 -0.2 0.2
H 7.10865 12.78729 6.41519 -0.3 0.0 0.0
H 6.05340 12.53742 4.95929 0.2 0.1 0.1